Molecular formula: C13H18I2IrO4SSiTi
Method: DFT, the ωB97M-V functional and the def2-TZVPD basis

HOMO-LUMO gap (spin up / spin down): 5.46 / 3.46 eV
⟨S²⟩: 8.856
Energy above the lowest of the compared OMol25 structures with the same formula, charge and spin: 1.167 eV
E: -3042.0020 hartree
E_HOMO (spin up / spin down): -21.915 / -21.701 eV

Structure (ORCA input):
```
! RIJCOSX wB97M-V def2-TZVPD def2/J DEFGRID3
* xyz 4 6
I 1.26 1.44 3.32
I -1.58 -0.96 2.81
Ti 0.38 -0.02 1.23
Ir 0.59 0.12 -1.44
S -0.88 1.46 -0.25
C 0.50 0.28 -3.35
C 2.44 0.32 -1.12
C -2.68 1.67 -1.40
C -3.86 1.67 -0.44
C -2.79 0.52 -2.38
C -2.46 3.01 -2.09
C 0.24 -2.88 0.90
C -0.83 -1.58 -0.02
O 3.58 0.51 -0.94
O 0.53 0.44 -4.49
O -0.15 -3.96 1.23
O -1.54 -2.04 -0.86
H -4.79 1.79 -1.04
H -3.79 2.50 0.27
H -3.92 0.71 0.11
H -3.67 0.69 -3.03
H -2.92 -0.44 -1.87
H -1.91 0.43 -3.03
H -3.32 3.22 -2.77
H -1.54 3.02 -2.69
H -2.42 3.81 -1.34
C 4.26 -3.34 2.30
Si 3.71 -1.56 2.55
C 3.30 -1.38 4.39
C 5.11 -0.44 2.07
C 2.14 -1.22 1.56
C 1.29 -1.95 0.90
H 4.97 -3.61 3.09
H 4.77 -3.47 1.33
H 3.42 -4.04 2.34
H 4.14 -1.84 4.93
H 3.19 -0.33 4.67
H 2.37 -1.92 4.63
H 5.23 -0.40 0.98
H 4.94 0.58 2.45
H 6.04 -0.83 2.52
*
```

***

Molecular formula: C4H8OS2
Method: DFT, the ωB97M-V functional and the def2-TZVPD basis

HOMO-LUMO gap: 8.22 eV
SMILES string: CSSCCC=O
Energy above the lowest of the compared OMol25 structures with the same formula, charge and spin: 1.673 eV
E: -1028.7615 hartree
E_HOMO: -7.603 eV

Structure (ORCA input):
```
! RIJCOSX wB97M-V def2-TZVPD def2/J DEFGRID3
* xyz 0 1
C -1.51 -1.18 0.99
C -0.94 -1.92 2.17
O 0.14 -1.78 2.65
C -0.87 -1.36 -0.41
S 0.41 -0.20 -0.98
S 0.34 1.79 -0.58
C 1.55 2.31 -1.76
H -1.66 -0.16 1.32
H -2.55 -1.52 0.81
H -1.74 -2.58 2.64
H -0.47 -2.36 -0.45
H -1.68 -1.17 -1.15
H 2.21 1.54 -2.16
H 1.01 2.85 -2.56
H 2.26 2.92 -1.20
*
```

***

Molecular formula: C32H54BaN5O6P2SSi3
Method: DFT, the ωB97M-V functional and the def2-TZVPD basis

HOMO-LUMO gap (spin up / spin down): 3.34 / 3.33 eV
Energy above the lowest of the compared OMol25 structures with the same formula, charge and spin: 1.778 eV
E: -3952.2601 hartree
E_HOMO (spin up / spin down): -1.575 / -1.567 eV

Structure (ORCA input):
```
! RIJCOSX wB97M-V def2-TZVPD def2/J DEFGRID3
* xyz -1 1
Ba 0.16 -0.11 0.21
N 0.43 -1.98 4.08
C 1.24 -0.69 4.07
C 1.96 -0.51 5.40
P -0.03 0.66 3.83
O -1.02 0.11 5.01
O 0.52 1.99 4.16
O -0.64 0.32 2.52
P 2.40 -0.94 2.62
O 3.48 -1.93 3.30
O 2.98 0.34 2.18
O 1.57 -1.72 1.63
H -0.53 -1.82 4.41
H 0.87 -2.69 4.66
H 0.39 -2.30 3.09
H 1.25 -0.43 6.22
H 2.51 0.43 5.36
H 2.66 -1.32 5.59
H -1.69 0.74 5.29
H 4.36 -1.54 3.30
C -2.58 -2.36 2.69
Si -3.15 -2.56 0.88
C -5.03 -2.85 0.98
C -2.44 -4.30 0.57
C -2.64 -1.26 -0.28
Si -3.54 0.32 -0.12
C -2.51 1.80 -0.72
C -4.01 0.77 1.66
C -5.17 0.40 -1.08
Si -2.42 -1.95 -1.94
C -2.33 -0.79 -3.40
C -3.73 -3.20 -2.51
C -0.78 -2.97 -1.90
C -0.57 -4.06 -2.76
C 0.54 -4.87 -2.60
C 1.44 -4.59 -1.58
C 1.20 -3.48 -0.79
N 0.13 -2.69 -0.95
H -3.17 -3.02 3.33
H -2.59 -1.34 3.08
H -1.55 -2.73 2.68
H -5.25 -3.67 1.68
H -5.42 -3.13 0.00
H -5.58 -1.97 1.31
H -2.92 -4.94 1.32
H -1.37 -4.33 0.74
H -2.63 -4.75 -0.41
H -1.71 2.07 -0.02
H -3.14 2.69 -0.76
H -2.06 1.66 -1.71
H -3.12 0.87 2.29
H -4.69 0.05 2.12
H -4.52 1.74 1.62
H -5.01 0.31 -2.16
H -5.69 1.34 -0.90
H -5.83 -0.42 -0.78
H -3.31 -0.33 -3.57
H -2.12 -1.41 -4.28
H -1.58 0.02 -3.39
H -4.70 -2.70 -2.43
H -3.80 -4.14 -1.95
H -3.59 -3.45 -3.57
H -1.30 -4.26 -3.53
H 0.70 -5.72 -3.26
H 2.31 -5.21 -1.40
H 1.88 -3.20 0.00
N 3.68 3.25 -0.25
C 3.48 4.06 0.88
C 4.55 4.67 1.52
C 4.34 5.46 2.63
C 3.06 5.62 3.14
C 1.99 4.99 2.51
C 2.19 4.24 1.37
S 0.83 3.54 0.51
N 1.57 2.20 -0.25
C 2.82 2.20 -0.51
C 3.38 1.01 -1.22
C 4.73 0.94 -1.54
C 5.18 -0.16 -2.25
C 4.28 -1.14 -2.61
C 2.95 -0.99 -2.24
N 2.51 0.06 -1.57
H 4.65 3.08 -0.47
H 5.55 4.51 1.13
H 5.18 5.94 3.12
H 2.88 6.22 4.02
H 0.99 5.07 2.92
H 5.44 1.70 -1.27
H 6.23 -0.25 -2.51
H 4.58 -2.02 -3.17
H 2.21 -1.72 -2.54
C 1.71 3.64 -3.49
C 0.28 3.03 -3.53
C -0.36 3.51 -4.84
C 0.17 1.54 -3.41
H 1.69 4.73 -3.55
H 2.29 3.25 -4.33
H 2.23 3.37 -2.58
H -0.28 3.50 -2.71
H 0.16 3.05 -5.69
H -0.30 4.60 -4.97
H -1.40 3.19 -4.89
H 0.81 0.97 -4.10
H 0.20 1.09 -2.41
*
```

***

Molecular formula: C4H3NO2
Method: DFT, the ωB97M-V functional and the def2-TZVPD basis

HOMO-LUMO gap: 9.08 eV
Energy above the lowest of the compared OMol25 structures with the same formula, charge and spin: 4.038 eV
E: -359.3220 hartree
E_HOMO: -10.138 eV

Structure (ORCA input):
```
! RIJCOSX wB97M-V def2-TZVPD def2/J DEFGRID3
* xyz 0 1
C 1.23 0.70 0.03
C 1.85 1.79 0.10
C -1.28 0.33 0.01
C 0.30 -0.30 -0.01
N 0.50 -1.55 0.04
O -1.24 1.61 -0.01
O -2.18 -0.42 0.10
H 1.39 -1.86 -0.16
H -0.33 -2.11 0.05
H -0.25 1.82 -0.15
*
```

***

- Among the records above, which one has the lowest E?
  C32H54BaN5O6P2SSi3